[1]
Below is one molecule with the formula C2H8FNSi at a distorted geometry, with properties calculated with the ωB97M-V functional and the def2-TZVPD basis.

```
13
Properties=species:S:1:pos:R:3:lowdin_charge:R:1
H -2.1339 0.7501 -0.0156 0.085
H 2.4838 -0.4404 1.5226 -0.060
Si 1.7971 0.3346 0.5180 0.675
H -0.6633 2.0625 0.2103 0.092
H -1.2426 -1.2473 -1.1388 0.121
H -1.5450 -1.6734 0.5672 0.047
H -0.0639 -2.0235 0.0391 0.034
C -0.7846 -1.2895 -0.0378 -0.218
H -1.0643 0.8997 -1.3735 0.069
H 2.0745 1.8253 0.3919 -0.030
N -0.2380 -0.0371 0.4434 -0.342
C -1.0415 1.0380 -0.2492 -0.208
F 2.4216 -0.1990 -0.8777 -0.264
```

Values from the calculation:
SMILES: CN(C)[SiH2]F
Maximum force in hartree/bohr: 0.0848
ΔE to the lowest compared entry with this formula, charge and spin in kcal/mol: 26.5

=====

[2]
Below is one molecule with the formula C4H8O2, with properties calculated with the ωB97M-V functional and the def2-TZVPD basis.

```
14
Properties=species:S:1:pos:R:3:lowdin_charge:R:1
H 1.2500 1.5524 0.2489 0.081
C -1.3802 -0.5758 0.7179 -0.123
H 2.5013 0.3558 0.6202 0.083
C 0.5883 -0.5008 0.1165 -0.331
C -0.7393 -0.3300 -0.6550 -0.300
H -2.0958 0.1882 1.0483 0.124
H 1.0271 -1.4965 -0.0436 0.146
H -1.8287 -1.5699 0.8446 0.120
H -0.9365 -1.0691 -1.4342 0.147
H -0.8941 1.5975 -0.5540 0.095
H 1.9904 0.6129 -1.0643 0.091
O -0.9796 0.9223 -1.2403 -0.014
C 1.6447 0.5693 -0.0262 -0.032
O -0.1109 -0.4677 1.3791 -0.086
```

Values from the calculation:
SMILES: C[C@H]1OC[C@H]1O
Maximum force in hartree/bohr: 0.0072
ΔE to the lowest compared entry with this formula, charge and spin in kcal/mol: 42.7